The following is a quantum chemistry calculation of the ion C2H2ClO3 with charge -1 in a non-equilibrium geometry, from the OMol25 dataset.

Structure (XYZ):
```
8
Properties=species:S:1:pos:R:3:nbo_charge:R:1
Cl -0.033 -1.079 -1.914 0.00
O 0.990 0.093 1.573 -0.78
O 1.644 1.257 -0.299 -0.72
O -1.421 -0.893 0.446 -0.80
C -0.342 -0.105 -0.570 -0.12
C 0.903 0.525 0.354 0.75
H -0.832 -0.627 1.183 0.49
H -0.909 0.829 -0.773 0.19
```

HOMO   -4.8307 eV
LUMO level   3.7 eV
Energy above the lowest of the compared OMol25 structures with the same formula, charge and spin   30.1 kcal per mole
Total energy   -763.3641 a.u.
Charge   -1
Structure (SMILES)   O=C([O-])[C@H](O)Cl